1.
Here is C27H24NO7P4RuS2 as an isolated structure from OMol25. Energies are from ωB97M-V with the def2-TZVPD basis set.

Cartesian coordinates (Å):
Ru (-0.5791, -0.6883, -2.7759)
O (1.2503, -1.3531, -6.5276)
P (0.7511, -1.2488, -5.0386)
O (1.1623, 0.0134, -4.2963)
O (-0.7518, -1.3906, -4.9774)
O (1.4563, -2.4582, -4.2703)
P (2.1307, -2.3259, -2.7597)
O (3.3456, -1.3290, -3.0124)
O (2.5542, -3.6384, -2.3034)
O (1.0942, -1.5143, -1.9199)
H (2.1792, -1.6002, -6.6122)
H (2.9993, -0.4722, -3.3122)
C (-0.4764, -0.1599, 0.9877)
P (-1.1497, 0.4425, -0.5937)
C (-2.9444, 0.4888, -0.3646)
C (-3.7307, 1.5307, -0.8526)
C (-5.1083, 1.4904, -0.7041)
C (-5.7098, 0.4076, -0.0790)
C (-4.9327, -0.6381, 0.3971)
C (-3.5543, -0.6017, 0.2567)
C (-0.5862, 2.1630, -0.7071)
C (-1.1027, 3.1390, 0.1452)
C (-0.6061, 4.4316, 0.1098)
C (0.4149, 4.7580, -0.7741)
C (0.9370, 3.7910, -1.6196)
C (0.4389, 2.4966, -1.5862)
P (1.3906, -0.0249, 1.1152)
C (1.8067, -1.7628, 1.4658)
C (2.8549, -2.3287, 0.7502)
C (3.2194, -3.6530, 0.9591)
C (2.5402, -4.4134, 1.8937)
C (1.4957, -3.8549, 2.6243)
C (1.1345, -2.5385, 2.4118)
C (1.5006, 0.7216, 2.7915)
C (2.2833, 0.1590, 3.7965)
C (2.4322, 0.7981, 5.0197)
C (1.8049, 2.0108, 5.2601)
C (1.0343, 2.5894, 4.2607)
C (0.8932, 1.9533, 3.0381)
H (-0.7836, -1.1968, 1.1343)
H (-0.9579, 0.4613, 1.7492)
H (-3.2716, 2.3761, -1.3474)
H (-5.7118, 2.3057, -1.0800)
H (-6.7855, 0.3781, 0.0340)
H (-5.3976, -1.4886, 0.8771)
H (-2.9606, -1.4307, 0.6215)
H (-1.9004, 2.8914, 0.8365)
H (-1.0130, 5.1835, 0.7731)
H (0.8049, 5.7669, -0.8006)
H (1.7372, 4.0384, -2.3041)
H (0.8689, 1.7497, -2.2474)
H (3.3774, -1.7358, 0.0096)
H (4.0101, -4.0904, 0.3668)
H (2.8133, -5.4491, 2.0480)
H (0.9588, -4.4525, 3.3488)
H (0.3207, -2.1096, 2.9863)
H (2.7739, -0.7917, 3.6306)
H (3.0397, 0.3397, 5.7891)
H (1.9169, 2.5035, 6.2167)
H (0.5481, 3.5415, 4.4307)
H (0.3133, 2.4362, 2.2602)
S (-1.6985, -2.8697, -2.6773)
C (-1.6025, -3.0423, -1.0011)
N (-1.5566, -3.1637, 0.1484)
S (-1.7402, 1.6654, -4.6146)
C (-1.9758, 0.7938, -3.3848)

## Properties
Kohn-Sham gap (spin up / spin down) ... 7.02 / 5.61 eV
2S+1 ... 6

***

2.
Here is an isolated ion of composition H2NO3S2 and charge -1 in a non-equilibrium geometry from OMol25. Energies are from ωB97M-V with the def2-TZVPD basis set.

Cartesian coordinates (Å):
N (-0.2773, 0.6456, 0.4297)
O (0.4729, -2.3333, 0.1853)
O (-1.2232, -2.6185, 1.8109)
O (-0.5181, -0.3753, 1.4003)
S (-1.9559, -1.5783, -0.9528)
S (-0.7814, -1.8261, 0.7235)
H (0.7403, 0.8020, 0.4910)
H (-0.6824, 0.1560, -0.4796)

## Properties
Charge ... -1
Kohn-Sham gap ... 7.95 eV
2S+1 ... 1
SMILES ... NOS(=O)(=O)[S-]

***

3.
Here is an isolated molecule of C3H4N2O in a non-equilibrium geometry from OMol25. Energies are from ωB97M-V with the def2-TZVPD basis set.

Cartesian coordinates (Å):
O (2.0311, -0.0264, -0.1632)
C (0.6904, 0.0422, -0.0752)
C (-0.2479, -0.8766, 0.3401)
N (-1.4525, -0.2786, 0.2747)
N (-1.2459, 1.1669, -0.3020)
C (0.0450, 1.2100, -0.4103)
H (2.3535, -0.9290, -0.0899)
H (-0.1205, -1.8994, 0.6640)
H (-2.3309, -0.7110, 0.5080)
H (0.2800, 2.2983, -0.7475)

## Properties
Kohn-Sham gap ... 8.94 eV
2S+1 ... 1
SMILES ... Oc1cn[nH]c1

***

4.
Here is an isolated molecule of C4H8N2O2 in a non-equilibrium geometry from OMol25. Energies are from ωB97M-V with the def2-TZVPD basis set.

Cartesian coordinates (Å):
C (-1.8823, 0.7570, 0.1000)
C (-0.5337, 0.0280, 0.0398)
C (-0.5354, -1.4079, 0.5058)
C (1.6612, 0.5969, 0.0725)
H (-2.6366, 0.1755, -0.4696)
H (-1.9058, 1.7559, -0.2991)
H (-2.1401, 0.7945, 1.1335)
H (-0.6712, -1.4380, 1.6219)
H (0.4376, -1.8906, 0.2377)
H (-1.3459, -1.9857, 0.0138)
H (1.6238, 0.4431, -1.9593)
H (3.5838, 0.5793, 0.1228)
N (1.3061, -0.0806, -1.1249)
N (2.7223, 0.8395, 0.6582)
O (-0.1348, -0.0089, -1.3260)
O (0.4510, 0.8420, 0.6729)

## Properties
Kohn-Sham gap ... 10.45 eV
2S+1 ... 1
SMILES ... [H]/N=C1\NOC(C)(C)O1

***

5.
Here is C2H4N4O2 as an isolated structure in a non-equilibrium geometry from OMol25. Energies are from ωB97M-V with the def2-TZVPD basis set.

Cartesian coordinates (Å):
C (0.0240, 0.2999, 0.0451)
C (-1.7730, 0.9597, -0.7391)
H (2.4133, -0.0188, -1.6183)
H (2.9519, -1.4004, -0.3571)
H (-2.5359, 1.3739, -1.2935)
H (-0.1239, -1.3464, 1.5987)
N (1.9383, -0.7085, -0.7593)
N (1.0122, -0.4677, 0.2830)
N (-0.5490, 0.9213, -1.1133)
N (-0.7335, 0.4978, 1.2805)
O (-2.0589, 0.4380, 0.5811)
O (-0.5655, -0.5488, 2.0921)

## Properties
Kohn-Sham gap ... 9.10 eV
2S+1 ... 1

***

6.
Here is C3H2CuO4 as an isolated structure in a non-equilibrium geometry from OMol25. Energies are from ωB97M-V with the def2-TZVPD basis set.

Cartesian coordinates (Å):
O (2.9725, 0.6614, -0.3452)
C (1.8484, 0.4763, -0.2355)
Cu (-0.0099, 0.0545, 0.0141)
C (-0.8951, 0.4073, -1.6150)
C (-0.7219, 1.1477, 1.3516)
O (-1.4768, 0.5473, -2.6152)
O (-1.1768, 1.7452, 2.2199)
O (-0.2121, -1.9906, 0.4864)
H (0.3304, -2.4452, -0.1913)
H (-1.1502, -2.1751, 0.2689)

## Properties
Charge ... +2
Kohn-Sham gap (spin up / spin down) ... 12.51 / 8.26 eV
2S+1 ... 2

***

M in u, matching the order above: 763.59; 128.15; 84.08; 116.12; 116.08; 165.59
E in eV, matching the order above: -105622.7109; -29335.3289; -8201.4877; -11351.0223; -12187.0967; -55950.7573
Energy relative to the best compared isomer or geometry (same formula, charge and spin) in kcal per mole, matching the order above: 13.3; 36.2; 55.3; 71.3; 147.4; 0.0